83
Properties=species:S:1:pos:R:3 method="wB97M-V/def2-TZVPD" e_lumo_ev="0.031 / 0.033" fmax_ev_per_a=1.6 multiplicity=5
Cr -0.146 0.088 -0.035
C -4.282 1.820 0.976
N -3.188 2.337 1.788
C -3.275 2.687 3.120
C -2.053 3.128 3.479
N -1.219 3.047 2.381
B 0.289 3.502 2.383
N 1.165 2.418 3.114
C 1.291 2.348 4.492
C 2.242 1.448 4.793
N 2.707 0.960 3.584
C 3.825 0.059 3.407
C 2.018 1.534 2.563
S 2.322 1.184 0.911
C -1.925 2.553 1.352
S -1.390 2.254 -0.260
H -5.176 1.788 1.594
H -4.038 0.824 0.618
H -4.448 2.473 0.122
H -4.185 2.576 3.686
H -1.707 3.502 4.428
H 0.351 4.516 3.051
H 0.668 3.632 1.256
H 0.701 2.970 5.145
H 2.639 1.118 5.739
H 4.239 -0.180 4.385
H 4.588 0.529 2.788
H 3.508 -0.851 2.914
O -1.030 -2.378 1.950
Cl -1.107 -1.190 2.786
O -2.434 -0.995 3.274
O -0.150 -1.274 3.855
O -0.744 -0.004 1.956
C -4.869 -2.697 -0.174
C -3.473 -3.192 -0.504
S -2.364 -1.810 -0.912
O -2.800 -0.692 -0.014
C -3.042 -1.452 -2.581
C -3.164 0.047 -2.802
H -5.477 -3.529 0.183
H -5.370 -2.257 -1.038
H -4.815 -1.943 0.610
H -3.435 -3.892 -1.342
H -3.002 -3.647 0.370
H -4.005 -1.952 -2.694
H -2.329 -1.906 -3.278
H -3.855 0.487 -2.082
H -3.533 0.243 -3.810
H -2.211 0.558 -2.672
C 1.071 -4.611 2.543
C 1.790 -3.296 2.371
O 2.119 -3.055 0.987
P 1.387 -2.027 -0.007
O 0.551 -3.016 -0.986
C 1.095 -4.196 -1.602
C 0.539 -5.446 -0.955
O 2.622 -1.818 -1.047
C 3.959 -1.437 -0.676
C 4.922 -2.469 -1.217
H 0.934 -4.799 3.610
H 1.651 -5.434 2.121
H 0.088 -4.575 2.068
H 2.738 -3.313 2.905
H 1.178 -2.486 2.763
H 2.182 -4.170 -1.562
H 0.792 -4.155 -2.651
H 1.005 -5.622 0.012
H 0.724 -6.311 -1.594
H -0.538 -5.342 -0.803
H 4.045 -1.349 0.404
H 4.152 -0.451 -1.098
H 4.733 -3.439 -0.753
H 5.951 -2.170 -1.004
H 4.807 -2.574 -2.299
N 1.150 0.139 -4.010
C 1.335 1.472 -3.686
C 0.923 1.596 -2.404
N 0.490 0.355 -1.950
C 0.651 -0.490 -2.943
H 1.374 -0.294 -4.887
H 1.733 2.192 -4.380
H 0.896 2.468 -1.769
H 0.436 -1.548 -2.907

22
Properties=species:S:1:pos:R:3 method="wB97M-V/def2-TZVPD" e_lumo_ev=-9.210 charge=+1 fmax_ev_per_a=4.5
C 1.406 0.524 -1.610
O 1.664 -0.867 -1.578
C 0.213 0.814 -0.819
C -1.005 -0.092 -1.037
C -1.825 -0.160 0.196
C -2.701 0.772 0.671
N -1.658 -1.292 0.912
H 1.296 0.828 -2.637
H 2.247 1.343 -1.330
H 1.312 -1.072 -0.651
H 0.453 0.765 0.292
H -0.059 1.903 -0.661
H -0.813 -1.085 -1.429
H -1.562 0.434 -1.871
H -2.756 1.741 0.307
H -3.365 0.513 1.541
H -1.651 -1.198 1.945
H 1.048 -1.878 0.741
H -1.010 -2.007 0.589
H 2.504 -0.649 1.911
H 3.217 0.520 2.708
O 3.046 0.143 1.813

71
Properties=species:S:1:pos:R:3 method="wB97M-V/def2-TZVPD" e_lumo_ev="-7.081 / -9.069" charge=+2 fmax_ev_per_a=4.7 multiplicity=5
C 1.883 0.743 2.063
C 1.647 -0.666 2.220
H 2.538 0.951 1.254
H 2.086 1.369 2.920
H 0.928 1.151 1.619
H 0.964 -0.925 1.330
H 2.446 -1.317 2.025
H 1.033 -1.000 3.056
C -0.423 2.576 -1.859
C -0.185 3.545 -2.836
C -0.141 3.057 -4.158
C -0.203 1.684 -4.471
H -0.355 2.746 -0.786
H -0.100 4.609 -2.554
H 0.015 3.803 -4.951
H -0.058 1.332 -5.500
N -0.828 1.356 -2.256
C -0.508 0.773 -3.448
C -0.615 -0.642 -3.406
N -0.956 -1.116 -2.179
C -0.791 -2.369 -1.707
C -0.734 -3.019 -3.994
C -0.820 -3.405 -2.639
H -0.735 -2.527 -0.624
H -0.984 -4.443 -2.326
C -0.563 -1.671 -4.360
H -0.479 -1.408 -5.405
H -0.746 -3.823 -4.758
Pt -1.968 0.190 -1.078
I 1.960 0.142 -1.400
C -5.762 -0.192 3.645
Si -4.235 -1.125 4.227
C -4.391 -1.499 6.070
C -4.020 -2.725 3.262
Si -2.345 0.194 3.745
Te -2.942 0.134 1.102
Si -2.856 2.413 4.240
C -3.645 2.516 5.948
C -1.244 3.376 4.171
C -4.046 3.072 2.949
Si -0.678 -0.527 5.199
C -1.080 -0.154 7.009
C -0.576 -2.401 5.045
C 0.972 0.338 5.024
H -6.629 -0.830 3.878
H -5.745 -0.010 2.562
H -5.890 0.769 4.162
H -5.314 -2.091 6.191
H -3.546 -2.088 6.453
H -4.487 -0.581 6.669
H -3.902 -2.542 2.185
H -3.156 -3.305 3.611
H -4.929 -3.324 3.416
H -2.951 2.223 6.746
H -3.923 3.572 6.092
H -4.556 1.904 6.025
H -0.811 3.354 3.161
H -1.485 4.420 4.421
H -0.497 3.009 4.886
H -3.695 2.886 1.926
H -5.051 2.648 3.054
H -4.106 4.159 3.103
H -2.021 -0.602 7.369
H -0.223 -0.614 7.534
H -1.067 0.935 7.197
H -0.231 -2.723 4.050
H 0.172 -2.702 5.796
H -1.526 -2.911 5.278
H 1.585 -0.061 4.230
H 0.850 1.398 4.822
H 1.503 0.246 5.963

64
Properties=species:S:1:pos:R:3 method="wB97M-V/def2-TZVPD" e_lumo_ev="-1.300 / -1.300" fmax_ev_per_a=2.3
C 3.520 4.790 -0.553
C 4.703 3.892 -0.924
H 3.196 5.393 -1.409
H 3.783 5.478 0.257
H 2.661 4.197 -0.221
H 4.397 3.095 -1.611
H 5.499 4.465 -1.413
H 5.134 3.417 -0.035
C -2.877 1.602 -2.370
C -4.088 1.536 -3.050
C -4.339 0.437 -3.871
C -3.371 -0.554 -3.980
H -2.616 2.430 -1.714
H -4.814 2.333 -2.935
H -5.273 0.352 -4.417
H -3.547 -1.417 -4.613
N -1.940 0.646 -2.473
C -2.173 -0.429 -3.269
C -1.091 -1.425 -3.321
N 0.015 -1.150 -2.567
C 1.038 -2.026 -2.576
C -0.103 -3.490 -4.091
C 1.020 -3.198 -3.318
H 1.888 -1.757 -1.960
H 1.875 -3.865 -3.284
C -1.163 -2.591 -4.088
H -2.047 -2.794 -4.680
H -0.154 -4.397 -4.684
Mg -0.039 0.614 -1.491
I -0.249 2.842 -0.203
C -0.613 3.012 4.444
C 0.591 2.926 3.743
C 0.751 1.961 2.745
C -0.294 1.068 2.433
C -1.493 1.152 3.160
C -1.653 2.125 4.155
Si -0.046 -0.199 1.057
C 1.657 -0.820 1.439
C 2.677 -0.658 0.494
C 3.978 -1.077 0.786
C 4.266 -1.650 2.028
C 3.253 -1.802 2.979
C 1.951 -1.387 2.688
C -1.386 -1.471 1.174
C -1.105 -2.778 1.598
C -2.138 -3.712 1.720
C -3.453 -3.348 1.414
C -3.735 -2.050 0.979
C -2.706 -1.113 0.859
H -0.740 3.766 5.211
H 1.398 3.611 3.970
H 1.692 1.917 2.209
H -2.318 0.486 2.957
H -2.586 2.196 4.698
H 2.472 -0.193 -0.460
H 4.765 -0.947 0.053
H 5.276 -1.966 2.256
H 3.479 -2.236 3.944
H 1.176 -1.496 3.437
H -0.097 -3.075 1.848
H -1.920 -4.716 2.060
H -4.251 -4.071 1.514
H -4.753 -1.769 0.742
H -2.939 -0.108 0.529

7
Properties=species:S:1:pos:R:3 method="wB97M-V/def2-TZVPD" e_lumo_ev=-0.309 fmax_ev_per_a=2.6
C 0.998 -1.014 -1.721
P 1.017 -0.166 -0.248
I -0.520 1.742 -0.646
H 1.592 -1.922 -1.653
H 0.267 -0.710 -2.530
I -1.697 0.225 3.557
H -1.657 1.844 3.241

18
Properties=species:S:1:pos:R:3 method="wB97M-V/def2-TZVPD" e_lumo_ev="-3.174 / -8.908" charge=+1 fmax_ev_per_a=5.9 multiplicity=2
C 0.655 0.785 2.246
N 0.075 -0.370 1.458
C -0.888 0.145 0.460
N -0.980 -0.694 -0.706
H 1.738 0.842 2.297
H 0.330 1.759 1.889
H 0.126 0.677 3.203
H 0.896 -0.782 0.989
H -0.722 1.162 0.065
H -1.817 0.226 1.048
H -0.078 -0.712 -1.191
H -1.146 -1.652 -0.387
H -2.420 -0.210 -2.696
H -3.820 -0.803 -2.880
O -3.034 -0.483 -3.360
H 4.064 -0.427 -0.344
H 3.724 0.609 -1.307
O 3.297 -0.074 -0.786